The following is a DFT calculation (the ωB97M-V functional and the def2-TZVPD basis) of an isolated molecule of C12H26N2O3.

Values from the calculation:
* energy relative to the best compared isomer or geometry (same formula, charge and spin): 0.018 eV
* SMILES: CCCC[C@H](C[C@@H](O)COCCC)C(=O)NN
* E_HOMO: -9.33 eV

The geometry in XYZ format:
```
43
Properties=species:S:1:pos:R:3:forces:R:3
C -0.798 4.907 1.725 0.24 -0.08 0.02
C 0.141 3.713 1.851 -0.31 -0.06 -0.04
C -0.625 2.395 1.768 0.33 -0.01 0.11
C 0.234 1.158 2.033 -0.11 0.20 -0.14
C 1.377 0.956 1.025 -0.15 -0.17 -0.11
C 0.902 0.754 -0.420 -0.13 -0.27 0.20
C -0.170 -0.324 -0.601 0.41 -0.38 -0.36
O -1.446 0.268 -0.475 -0.35 0.20 -0.01
C -0.049 -0.986 -1.979 0.13 0.25 0.29
O -1.157 -1.844 -2.131 -0.07 -0.03 0.19
C -1.167 -2.538 -3.357 -0.25 -0.07 -0.37
C -2.388 -3.450 -3.398 0.38 0.09 0.19
C -2.292 -4.563 -2.362 -0.10 0.16 -0.14
C 2.225 -0.227 1.469 0.30 0.47 0.09
O 2.219 -1.332 0.961 -0.15 -0.32 -0.23
N 3.039 0.052 2.516 0.49 -0.04 0.37
N 3.772 -0.960 3.174 0.03 -0.06 -0.07
H -0.243 5.841 1.772 -0.03 0.13 -0.01
H -1.531 4.902 2.528 -0.10 0.03 0.07
H -1.331 4.870 0.777 -0.09 0.04 -0.10
H 0.885 3.766 1.053 0.11 -0.01 0.02
H 0.670 3.769 2.806 0.11 -0.02 0.00
H -1.096 2.297 0.791 -0.12 0.03 -0.01
H -1.423 2.409 2.514 -0.09 0.01 -0.03
H 0.658 1.229 3.039 -0.05 -0.05 0.03
H -0.415 0.282 2.008 0.02 -0.12 0.08
H 2.023 1.840 1.045 0.00 -0.05 0.03
H 1.772 0.485 -1.022 0.01 0.06 -0.06
H 0.495 1.690 -0.804 0.02 0.04 -0.09
H -0.049 -1.114 0.152 0.02 0.12 -0.12
H -2.078 -0.369 -0.831 -0.02 0.00 0.02
H 0.891 -1.550 -2.040 -0.04 0.04 0.04
H -0.056 -0.219 -2.771 0.01 -0.03 0.07
H -0.245 -3.131 -3.458 -0.05 0.05 0.00
H -1.200 -1.817 -4.191 0.05 -0.08 0.10
H -3.276 -2.845 -3.205 -0.04 0.05 -0.11
H -2.472 -3.874 -4.400 -0.04 0.06 -0.04
H -1.442 -5.208 -2.573 0.09 -0.11 0.02
H -2.162 -4.134 -1.372 0.01 -0.04 0.13
H -3.196 -5.167 -2.367 -0.04 -0.11 0.06
H 2.978 0.921 3.025 -0.16 -0.19 -0.11
H 3.314 -1.845 2.948 0.09 0.24 0.03
H 4.712 -1.007 2.776 -0.35 0.01 -0.05
```
Positions in Å, forces in eV/Å.



The following is a DFT calculation (the ωB97M-V functional and the def2-TZVPD basis) of a cluster of 3 separate species, C5H10NO2 in total at a distorted geometry.

Values from the calculation:
* energy relative to the best compared isomer or geometry (same formula, charge and spin): 9.528 eV
* E_HOMO: -14.89 eV
* charge: +1

The geometry in XYZ format:
```
18
Properties=species:S:1:pos:R:3:forces:R:3
O 1.777 -0.427 1.106 -0.82 -0.38 -0.08
C 1.149 -0.168 0.124 4.67 -1.81 -0.34
O -0.235 0.948 -3.083 0.21 -0.49 0.46
C 0.173 1.182 0.419 -2.91 4.11 -2.25
C -0.485 -0.303 0.095 -1.23 -4.12 0.45
C -0.962 -0.984 1.333 0.24 0.01 0.84
C -0.456 -2.144 1.738 -0.05 0.25 0.20
N -0.276 1.942 -0.522 2.68 -0.43 0.46
H 1.751 -0.084 -0.789 -1.10 0.31 -0.72
H 0.573 1.684 1.304 0.15 -1.36 0.45
H -1.240 0.025 -0.601 -0.10 0.34 -0.30
H -0.318 -1.512 -0.881 0.40 3.04 2.23
H -1.555 -0.420 2.058 -0.43 -0.14 -0.67
H 0.418 -2.603 1.290 -0.29 -0.27 -0.40
H -0.834 -2.613 2.633 0.05 -0.02 0.15
H 0.361 1.529 -3.567 -0.05 -0.02 0.03
H -0.118 1.135 -2.129 -0.22 0.44 -1.05
H 0.277 2.814 -0.527 -1.19 0.53 0.55
```
Positions in Å, forces in eV/Å.



The following is a DFT calculation (the ωB97M-V functional and the def2-TZVPD basis) of a structure of composition C11H10BrNSeSr at a distorted geometry.

Values from the calculation:
* E_HOMO: -0.03 eV
* charge: -2

The geometry in XYZ format:
```
25
Properties=species:S:1:pos:R:3:forces:R:3
C -1.990 -0.865 0.926 -0.52 1.30 -0.04
C -1.789 -1.384 2.229 -1.09 2.27 0.58
C -1.870 -0.259 3.146 -2.40 0.12 -1.73
H -1.545 -2.392 2.515 -0.11 -0.19 -0.05
C -2.063 0.969 2.367 -0.78 -2.47 0.86
C -2.136 0.585 1.005 -0.68 -1.62 0.02
H -2.169 1.260 0.164 -0.14 -0.05 -0.18
H -1.940 -1.435 0.007 0.07 0.15 0.05
H -1.764 -0.315 4.221 -1.22 -0.13 -0.85
H -2.013 1.961 2.780 -0.20 0.22 0.04
Sr 0.234 0.193 1.714 1.45 1.54 -0.17
Br 1.295 -0.969 -0.275 1.54 -1.65 -1.98
C 2.789 0.683 -3.162 -1.46 -0.69 -0.95
C 1.678 1.482 -3.599 0.12 -1.79 -0.13
C 0.676 0.597 -4.126 1.59 -0.50 0.64
H 1.610 2.551 -3.546 -0.04 0.42 0.05
C 1.169 -0.748 -4.014 1.01 1.54 0.38
C 2.475 -0.694 -3.419 -0.98 1.55 -0.73
H 3.104 -1.535 -3.204 0.16 -0.28 0.18
H 3.696 1.051 -2.723 0.30 0.12 0.23
H -0.272 0.889 -4.535 -0.37 0.11 -0.11
H 0.653 -1.636 -4.324 -0.21 -0.31 -0.04
Se 0.006 0.001 6.761 -0.51 -0.03 7.48
C 0.045 0.008 5.151 1.91 0.13 -10.73
N 0.121 -0.001 3.940 2.56 0.23 7.16
```
Positions in Å, forces in eV/Å.



The following is a DFT calculation (the ωB97M-V functional and the def2-TZVPD basis) of a cluster of 40 separate species, H80O40 in total at a distorted geometry.

Values from the calculation:
* multiplicity: 2
* energy relative to the best compared isomer or geometry (same formula, charge and spin): 14.766 eV
* ⟨S²⟩: 0.75
* E_HOMO (spin up / spin down): -0.45 / -8.06 eV
* charge: -1

The geometry in XYZ format:
```
120
Properties=species:S:1:pos:R:3:forces:R:3
H 1.358 1.775 2.474 2.29 1.22 2.93
H 2.286 2.882 2.621 2.50 4.96 -3.75
O 2.066 2.233 3.165 -4.16 -7.16 0.20
H 4.101 0.880 -3.383 1.34 0.50 0.37
H 5.425 1.373 -2.737 4.19 -1.86 2.38
O 4.690 1.644 -3.140 -6.11 0.60 -4.40
H -4.298 1.845 0.532 -1.86 -0.24 1.88
H -4.772 1.125 2.076 -6.55 -2.08 7.08
O -4.323 1.358 1.404 7.62 3.04 -8.61
H -4.912 2.569 -1.914 0.10 0.81 -0.84
H -4.601 1.479 -0.929 -2.14 4.00 -0.39
O -5.077 2.533 -0.973 2.12 -5.06 0.66
H 1.184 2.095 -4.095 0.24 0.54 -0.23
H 2.624 2.470 -3.951 1.13 -0.13 0.72
O 1.890 2.614 -4.525 -1.32 -0.40 -0.66
H 0.255 3.824 0.154 -0.19 1.20 -1.04
O 1.158 4.114 0.025 -1.99 -7.17 5.33
H 1.870 -0.310 3.470 -0.20 1.49 -0.59
O 2.005 -1.112 3.922 -1.98 -2.03 0.50
H 0.224 -3.893 5.379 3.42 2.80 2.87
H -1.262 -4.093 5.219 1.57 -0.41 -0.63
O -0.355 -4.357 4.896 -4.90 -2.33 -2.41
H 2.297 4.661 1.427 -0.27 -0.21 -2.24
H 1.820 4.676 2.747 1.33 0.14 -0.13
O 2.699 4.646 2.274 -1.09 0.53 2.24
H 2.329 -5.535 2.969 5.95 0.65 6.31
H 1.163 -4.921 2.465 -0.72 0.91 0.78
O 1.764 -5.609 2.339 -4.65 -2.97 -6.40
H 4.037 -4.247 0.770 1.29 -0.40 -0.52
H 5.055 -4.612 -0.310 3.86 3.71 -9.23
O 4.738 -4.871 0.413 -4.36 -3.60 9.50
H -1.662 2.983 0.816 -0.05 4.05 -0.80
O -1.780 2.162 1.170 -1.53 -4.77 2.70
H -0.458 -6.406 -0.461 0.13 -0.28 0.27
H -0.795 -5.329 0.638 0.35 -0.04 -0.27
O -0.781 -5.520 -0.308 -0.31 -0.58 -0.50
H -2.344 2.770 -3.360 -1.03 1.00 -0.74
H -1.626 3.991 -3.408 0.49 0.97 -0.17
O -2.468 3.683 -3.745 0.38 -1.60 0.63
H 2.305 -0.109 0.581 -0.36 0.63 -0.57
H 2.834 0.089 1.992 0.56 0.89 0.45
O 2.543 -0.567 1.384 -0.17 -1.09 -0.64
H 0.235 -4.098 2.092 -0.55 0.07 3.04
H -0.281 -2.789 1.393 0.14 0.57 1.21
O 0.060 -3.686 1.304 -0.46 0.53 -3.83
H -0.110 2.112 4.206 1.61 3.68 2.00
H -0.867 1.620 3.034 -3.51 2.30 -5.87
O -0.409 1.411 3.739 1.63 -5.97 3.61
H 5.257 1.641 -0.411 -0.29 1.74 -1.37
H 5.227 3.197 -0.436 0.12 -0.82 -0.64
O 5.193 2.426 -1.058 0.48 -0.23 3.68
H -2.550 -0.941 -3.725 -0.44 -0.03 -0.17
O -3.186 -0.422 -3.208 -4.98 -3.07 -7.95
H 0.990 -0.336 -5.708 1.94 -3.19 0.39
H 2.409 -0.910 -6.187 -0.61 -0.24 0.51
O 1.665 -1.183 -5.606 -1.40 3.08 -1.15
H -3.018 1.342 4.250 1.33 0.88 -2.35
O -3.158 0.781 4.952 -2.50 -0.20 3.47
H -3.709 -0.873 1.940 0.20 -0.63 0.12
H -2.986 0.310 2.264 0.41 -0.23 0.09
O -2.891 -0.641 2.401 -1.28 0.57 -0.37
H -1.556 1.654 -1.880 10.77 -5.52 -5.16
H -1.955 2.335 -0.748 0.31 -0.01 1.53
O -2.237 1.980 -1.567 -10.82 4.36 3.48
H -0.129 -2.846 -1.179 1.82 0.77 -2.87
H 0.948 -3.161 -2.423 1.28 -1.79 -0.66
O 0.445 -2.511 -2.001 -2.81 1.45 3.15
H -0.145 0.899 -6.610 -0.50 0.04 -0.15
H -1.156 -0.264 -6.362 -0.94 -0.99 -0.96
O -0.569 0.335 -5.946 1.32 1.47 1.08
H 2.665 -2.737 1.071 0.24 1.93 -0.08
H 2.328 -4.081 1.315 0.41 -0.40 0.55
O 2.990 -3.435 1.621 -0.80 -0.72 -0.33
H 3.421 -3.977 -3.615 6.73 0.15 -0.86
H 2.251 -4.827 -3.360 -2.62 -8.40 1.00
O 2.573 -4.053 -3.469 -4.28 8.01 0.01
H 2.189 3.796 4.416 2.33 -1.59 -1.39
H 1.410 4.984 4.678 -0.30 0.45 0.47
O 1.483 4.062 4.932 -2.32 1.46 1.67
H -2.426 4.075 -0.866 0.85 1.25 1.10
H -1.955 5.444 -0.139 -0.03 -0.95 -0.11
O -1.878 4.464 -0.105 -0.93 0.17 -1.39
H -2.694 3.092 4.221 -0.14 1.24 1.37
H -3.376 3.172 3.125 -0.72 -2.27 -6.55
O -3.437 3.629 3.871 0.99 1.38 5.07
H -4.020 -5.158 0.984 -0.01 0.12 -0.13
H -4.969 -4.012 0.413 1.64 -1.45 3.06
O -4.544 -4.412 1.301 -1.56 1.34 -2.95
H -5.408 2.061 3.602 -0.52 -0.79 0.55
O -5.490 1.147 3.966 -7.49 1.45 -9.60
H -1.487 -4.001 -1.200 0.03 -0.86 0.16
H -1.740 -3.310 0.144 -0.03 -0.41 0.78
O -1.885 -3.241 -0.788 -0.79 1.53 -0.81
H -2.715 -0.185 -2.556 5.28 3.13 8.15
H 1.586 4.741 -0.360 2.40 6.50 -4.75
H -2.546 0.106 5.126 1.61 -0.93 -0.57
H 2.813 -1.104 4.370 1.84 0.30 0.87
H -2.753 1.952 1.421 1.90 0.82 -0.85
H -4.958 1.165 4.600 7.32 -0.42 8.86
O -0.722 -1.549 2.639 1.83 -2.38 1.11
H -0.862 -0.645 2.814 -0.44 1.61 0.06
H -0.159 -1.827 3.401 -0.22 0.24 -0.98
O -5.565 -2.180 -3.473 -2.06 -2.65 1.58
H -5.077 -1.420 -3.536 2.39 3.24 -1.02
H -5.632 -2.168 -2.498 -0.27 -0.63 -0.57
O 3.455 -1.309 -3.571 1.18 -0.59 -1.68
H 3.598 -1.761 -4.457 -0.31 0.92 1.71
H 2.537 -1.059 -3.656 -0.75 0.04 -0.06
O 1.161 1.460 -0.497 -0.51 -0.71 0.09
H 1.787 2.116 -0.814 -0.21 0.17 -0.25
H 0.616 1.137 -1.256 0.92 0.14 0.42
O 4.375 -1.890 -1.097 17.05 0.90 0.49
H 3.566 -1.941 -1.093 -13.15 1.02 -0.39
H 5.052 -1.109 -1.157 -3.73 -2.13 0.09
O 2.966 4.417 -2.379 -0.33 2.75 -4.01
H 3.265 4.472 -3.399 -0.91 -0.62 3.82
H 3.343 3.682 -1.964 1.43 -2.10 0.41
O 0.135 0.206 -2.758 -1.08 -1.80 -2.81
H -0.223 -0.775 -2.813 1.36 2.09 0.66
H 0.233 0.420 -3.757 -0.40 -0.41 2.19
```
Positions in Å, forces in eV/Å.



no.,DFT total energy (eV)
1,-21988.30973
2,-10916.52390
3,-149282.59019
4,-83185.47679